Record 1
ORCA calculation (ωB97M-V/def2-TZVPD) on a structure of composition C14H42B2Cl4CoNO5 in a non-equilibrium geometry.

Structure (ORCA input):
```
! wB97M-V def2-TZVPD RIJCOSX def2/J DEFGRID3
* xyz -1 4
C 20.77 -5.19 21.24
H 28.95 -2.02 20.08
C 28.57 -4.27 15.57
H 27.44 -0.27 20.54
C 22.30 -6.77 17.55
H 29.58 -4.45 15.96
H 26.67 -4.08 18.29
H 26.01 -4.46 20.00
H 27.86 -3.34 20.59
H 29.00 -6.45 22.09
H 25.44 -3.22 22.65
H 25.15 -4.57 18.22
H 21.67 -4.94 20.66
N 27.43 -3.69 17.69
H 24.14 -2.50 18.71
C 26.62 -1.00 20.41
O 20.92 -6.42 21.91
H 27.91 -5.61 17.08
C 19.56 -5.38 20.27
C 28.60 -3.41 18.55
H 24.38 -5.52 19.76
C 28.11 -2.66 19.77
C 24.85 -8.99 20.67
H 24.71 -8.90 19.57
C 20.41 -7.44 21.08
H 26.55 -4.79 16.21
H 25.87 -9.40 20.86
H 27.07 -6.44 22.58
C 19.12 -6.81 20.52
H 30.23 -2.72 14.46
Cl 23.14 -1.07 20.37
H 26.43 -1.50 21.37
H 23.00 -7.56 17.77
C 27.55 -4.70 16.61
H 18.75 -7.33 19.63
H 25.74 -0.43 20.13
H 27.59 -6.74 20.79
H 28.88 -2.83 13.29
H 29.25 -2.78 17.95
O 24.68 -7.79 21.33
H 20.57 -4.38 21.94
H 23.75 -3.35 23.15
H 26.96 -2.86 17.32
Cl 20.76 -7.55 17.09
H 22.14 -6.14 18.41
H 23.52 -3.36 20.15
Cl 22.90 -5.76 16.22
H 28.38 -4.86 14.67
H 20.19 -8.34 21.64
H 24.11 -9.71 21.05
H 21.14 -7.66 20.28
Co 25.76 -6.06 21.24
H 29.05 -4.39 18.67
H 19.88 -5.20 19.24
H 18.38 -6.87 21.32
O 24.65 -5.15 22.64
H 18.72 -4.72 20.49
B 25.40 -5.18 19.22
C 23.33 -2.57 19.43
B 27.88 -6.16 21.78
O 28.34 -2.92 15.29
O 27.02 -1.87 19.36
H 29.12 -1.38 14.24
Cl 21.75 -2.90 18.66
H 25.05 -3.88 24.25
H 27.69 -4.96 21.59
H 26.10 -6.14 19.03
C 24.73 -3.90 23.18
C 29.19 -2.47 14.28
*
```

Values from the calculation:
Max |F|: 2.83 eV/A
Electronic energy: -115991.623 eV
HOMO-LUMO gap (spin up / spin down): 0.2071 / 0.1952 Ha
Expectation value of S²: 3.7570
Relative energy (zero: lowest compared OMol25 entry of this formula, charge and spin): 0.00 kJ/mol
Highest occupied orbital energy (spin up / spin down): -3.8520 / -3.5271 eV

Record 2
ORCA calculation (ωB97M-V/def2-TZVPD) on a structure of composition C11H21ClF5HfInN2O3P in a non-equilibrium geometry.

Structure (ORCA input):
```
! wB97M-V def2-TZVPD RIJCOSX def2/J DEFGRID3
* xyz 3 1
H -1.12 3.80 0.18
C -0.88 0.43 -2.02
F -3.63 2.19 -1.34
H -2.12 -1.44 -2.51
F -4.91 1.14 0.21
Hf -1.19 6.99 2.08
O 4.31 -0.73 -0.83
H -0.87 1.64 1.22
H 0.71 1.80 2.24
In 1.01 -0.48 0.48
H 1.97 2.98 0.52
H -1.00 1.25 -1.24
F -3.90 -1.49 -0.81
C 0.28 1.58 1.20
C -3.26 -0.22 -0.95
H -0.77 -3.81 0.47
F -2.59 0.02 0.29
H 1.53 -5.00 0.75
C 0.91 2.68 0.18
H 3.43 1.40 1.87
H 1.05 2.25 -0.88
C 0.93 -3.18 1.90
H -0.06 -1.64 -1.90
C -2.28 -0.34 -2.20
H 1.23 -0.46 -2.44
H 3.38 -1.96 2.18
C -1.06 -2.72 0.73
C 0.00 4.03 0.15
H -1.40 -2.14 -0.18
H 2.99 -4.01 1.36
C 0.35 -0.58 -1.72
C -4.35 0.98 -1.09
H 1.92 -3.39 -0.09
H -2.84 0.14 -3.09
N 4.16 -1.46 1.75
H -0.61 0.95 -3.01
P 3.54 -0.44 0.68
O 4.01 1.17 1.10
H -1.98 -2.80 1.43
N 0.03 -2.08 1.52
Cl 0.40 5.01 1.69
O 0.89 -3.54 3.10
H 4.91 0.03 -1.04
F -5.30 0.74 -2.07
C 1.95 -3.95 0.91
H 0.21 4.68 -0.77
*
```

Values from the calculation:
Max |F|: 5.13 eV/A
Electronic energy: -62707.326 eV
HOMO-LUMO gap: 0.1242 Ha
Highest occupied orbital energy: -16.5685 eV

Record 3
ORCA calculation (ωB97M-V/def2-TZVPD) on the molecule C20H37N5O2.

Structure (ORCA input):
```
! wB97M-V def2-TZVPD RIJCOSX def2/J DEFGRID3
* xyz 0 1
C 0.58 -1.52 2.17
H -5.17 -2.79 -0.59
N -0.56 2.37 -0.47
H -1.71 -3.92 1.31
H -0.77 -1.55 0.48
H -3.97 -0.24 0.44
H 4.06 1.11 -2.51
N 0.77 4.39 -1.67
C 3.55 3.20 -2.35
O -3.86 3.34 0.89
H 2.13 -1.50 0.19
H -3.83 -3.88 1.16
C -6.16 0.92 -1.25
C 4.13 -1.43 0.98
H -4.94 -2.70 1.82
C -4.46 -0.78 -0.36
H 4.83 2.63 0.00
H -5.23 1.50 -1.33
C -4.27 -2.30 -0.21
H 1.95 -3.11 2.67
H 1.93 3.30 -3.79
C -2.82 -2.17 1.94
H 4.03 3.78 -3.13
O -1.83 4.01 0.53
H -2.61 -1.18 1.51
H 5.69 0.61 0.89
N -2.80 2.90 0.84
C 2.15 2.78 -2.86
H 0.22 -2.99 0.60
H 2.55 -1.49 2.98
C 4.44 2.00 -2.01
H 3.47 1.49 -0.18
C -1.52 -3.00 1.87
H 5.46 2.15 -2.38
H -3.09 -1.99 2.98
H 5.18 -1.50 -0.92
C 1.99 -2.10 2.27
H 4.14 -0.67 1.77
H -3.44 -2.64 -0.84
N 0.41 2.09 -1.31
C 5.37 0.52 -0.15
C -4.03 -2.80 1.22
H 0.66 -0.47 1.87
H -3.99 -0.45 -1.29
H -6.90 1.59 -0.80
H -6.51 0.67 -2.25
H 0.12 -1.54 3.17
H 4.87 -2.19 1.26
H 3.47 3.87 -1.49
H 2.12 1.71 -3.04
H -6.26 -0.12 0.63
C 4.57 -0.79 -0.34
C 1.05 3.10 -1.90
H -1.23 -3.31 2.87
H 6.25 0.51 -0.81
N -0.20 4.68 -0.85
C 2.73 -2.06 0.92
C -0.35 -2.27 1.19
H 2.82 -3.08 0.51
H 3.68 -0.56 -0.93
H -6.55 -1.15 -0.78
C -0.84 3.65 -0.29
C -5.94 -0.34 -0.39
C 4.49 1.72 -0.50
*
```

Values from the calculation:
Max |F|: 0.55 eV/A
Electronic energy: -32880.515 eV
HOMO-LUMO gap: 0.3094 Ha
Relative energy (zero: lowest compared OMol25 entry of this formula, charge and spin): 658.57 kJ/mol
Highest occupied orbital energy: -9.4800 eV
SMILES string: CCCCCCCCCCCCCCCCCCc1nnc(ON=O)nn1

Record 4
ORCA calculation (ωB97M-V/def2-TZVPD) on a structure of composition C2H2Cl2S in a non-equilibrium geometry.

Structure (ORCA input):
```
! wB97M-V def2-TZVPD RIJCOSX def2/J DEFGRID3
* xyz 0 1
H -1.19 0.98 -0.48
H 0.69 -1.51 0.30
S 0.43 -0.66 -2.11
C -0.23 0.42 0.27
Cl 1.00 1.65 0.86
Cl -1.14 -0.23 1.63
C 0.44 -0.66 -0.47
*
```

Values from the calculation:
Max |F|: 4.63 eV/A
Electronic energy: -37984.639 eV
HOMO-LUMO gap: 0.3048 Ha
Relative energy (zero: lowest compared OMol25 entry of this formula, charge and spin): 121.06 kJ/mol
Highest occupied orbital energy: -9.5610 eV

Record 5
ORCA calculation (ωB97M-V/def2-TZVPD) on a structure of composition C15H20IrN7O2S2 in a non-equilibrium geometry.

Structure (ORCA input):
```
! wB97M-V def2-TZVPD RIJCOSX def2/J DEFGRID3
* xyz 2 1
H -1.46 -5.65 -2.35
H -2.40 5.57 -0.61
N 0.06 3.32 -0.79
S 2.70 -1.77 0.63
H -3.37 0.28 -0.63
O 0.07 -1.53 1.93
H 4.64 -1.33 2.76
N -0.09 -3.08 -0.72
C -1.40 5.26 -0.89
H 0.81 3.93 -1.11
C -0.78 -5.30 -1.57
N 1.92 0.25 1.96
H 0.41 -0.58 -4.00
O -1.91 -2.08 1.34
H -3.70 1.08 0.90
C -0.54 -3.84 -1.73
C 1.90 1.14 2.94
C 3.89 0.25 3.84
H -0.68 5.87 -0.35
H 4.72 0.19 4.54
N 3.89 -0.65 2.82
C -0.30 -0.47 -3.18
C -0.33 -1.72 -2.37
H 0.02 -3.34 0.25
C 2.89 1.17 3.93
H -1.27 5.46 -1.96
N -0.59 1.15 -0.17
C -2.16 2.93 -0.24
Ir 0.79 -0.51 0.29
H 1.09 1.85 2.94
C 0.36 2.01 -0.59
N -1.11 -2.07 2.22
H 0.16 -5.86 -1.67
H 2.86 1.89 4.73
C -2.91 0.61 0.31
C 2.90 -0.67 1.90
C -1.19 3.81 -0.62
C -1.85 1.58 -0.02
H -2.52 -0.27 0.82
S 1.85 1.30 -0.90
H -1.28 -0.29 -3.62
H -1.22 -5.53 -0.60
H -0.01 0.39 -2.59
H -3.18 3.27 -0.11
H -1.03 -3.26 -3.79
C -0.70 -3.00 -2.80
N 0.02 -1.78 -1.08
*
```

Values from the calculation:
Max |F|: 1.11 eV/A
Electronic energy: -54900.289 eV
HOMO-LUMO gap: 0.2677 Ha
Relative energy (zero: lowest compared OMol25 entry of this formula, charge and spin): 61.71 kJ/mol
Highest occupied orbital energy: -14.2104 eV

Record 6
ORCA calculation (ωB97M-V/def2-TZVPD) on a structure of composition C20H33BaCl2N2O4 in a non-equilibrium geometry.

Structure (ORCA input):
```
! wB97M-V def2-TZVPD RIJCOSX def2/J DEFGRID3
* xyz -1 1
H 2.33 -1.25 3.86
H 1.93 -0.03 5.13
H 2.68 6.95 -3.27
H 4.69 -3.47 -1.76
C 1.36 4.91 -0.81
Ba -1.07 -0.22 0.12
H 1.34 2.73 -0.92
C 2.71 4.79 -3.30
O 3.13 1.35 -2.15
O 0.86 -2.23 -0.21
H -3.05 2.55 -3.14
H 2.61 -1.16 -0.29
N -4.20 -2.34 2.72
C -1.28 -0.19 -2.33
C -0.36 0.94 3.78
C -5.64 -2.35 2.52
H -0.10 -0.48 -4.15
H 0.86 -0.32 -2.61
C 0.83 0.16 3.30
H -3.88 -4.33 3.26
O 1.20 0.20 2.12
H 4.85 -3.55 0.00
C -3.61 -3.33 3.60
H 2.67 -4.91 -1.86
N 2.88 -3.17 -0.72
C -0.08 -0.71 -3.07
H 4.58 -1.96 -0.79
H -0.63 1.75 3.08
H 1.26 -4.43 -0.87
H -0.09 1.35 4.77
C -1.62 1.10 -2.44
H -2.53 -3.18 3.55
C 2.83 2.25 -2.96
Cl -3.53 -1.30 -0.83
C 1.69 3.67 -1.37
H 2.70 -5.18 -0.12
C -3.40 -1.44 2.18
C 1.84 6.07 -1.45
H 3.09 4.66 -4.33
H -6.17 -2.05 3.43
C 2.45 3.63 -2.55
C 4.33 -3.03 -0.82
C 2.34 -4.51 -0.90
H -1.22 0.26 3.86
C -2.85 1.46 -3.27
H -3.97 -3.19 4.62
H -3.85 -0.78 1.41
H -5.86 -1.64 1.72
H -0.06 -1.80 -3.04
C 2.09 -2.14 -0.39
O -2.18 -1.34 2.43
H -3.66 0.81 -2.89
C 2.43 6.03 -2.73
C 1.52 -0.69 4.35
H -2.70 1.17 -4.34
H 1.65 7.04 -1.01
Cl -1.28 2.70 0.80
H 0.76 4.92 0.11
H 2.56 1.97 -4.04
H -1.01 1.96 -2.05
H 0.80 -1.36 4.84
H -5.99 -3.34 2.24
*
```

Values from the calculation:
Max |F|: 3.47 eV/A
Electronic energy: -58184.001 eV
HOMO-LUMO gap (spin up / spin down): 0.0857 / 0.2160 Ha
Relative energy (zero: lowest compared OMol25 entry of this formula, charge and spin): 605.55 kJ/mol
Highest occupied orbital energy (spin up / spin down): -0.2726 / -3.8248 eV